The following is a quantum chemistry calculation of a gas-phase ion, C17H26N3 (charge +1) in a non-equilibrium geometry, from the OMol25 dataset.

XYZ file:
```
46
C17H26N3, DFT ωB97M-V with the def2-TZVPD basis set
C -3.48140 1.04594 -3.32549
C -2.08072 0.61741 -3.74600
C -1.01299 0.93672 -2.69691
C -0.79519 2.43886 -2.51842
C 0.41289 2.80922 -1.65551
C 0.28588 2.36027 -0.19071
C 0.97120 1.01969 0.03870
N 0.69592 0.46871 1.40543
C 1.79885 -0.41131 1.85860
N 2.97077 0.02398 1.96182
C 3.98823 -0.92304 2.35760
C 3.60587 -2.36975 2.02952
C 2.20118 -2.69637 2.54311
N 1.30231 -1.65870 2.08224
C -0.06168 -1.68176 1.87410
C -0.97618 -2.71176 2.00379
C -2.30633 -2.42630 1.73280
C -2.71394 -1.15504 1.35786
C -1.79865 -0.11590 1.23317
C -0.47734 -0.40232 1.48739
H -4.20721 0.72451 -4.06737
H -3.55214 2.12639 -3.23504
H -3.75025 0.59705 -2.37072
H -1.81869 1.10528 -4.68603
H -2.07994 -0.46042 -3.92301
H -1.31908 0.48101 -1.75063
H -0.07185 0.47854 -3.01308
H -1.68859 2.89041 -2.08482
H -0.65048 2.88361 -3.50420
H 1.32132 2.38866 -2.08955
H 0.51623 3.89419 -1.67728
H -0.77316 2.30335 0.06110
H 0.74821 3.10363 0.46253
H 2.05418 1.14435 -0.03834
H 0.64273 0.27594 -0.68815
H 0.62729 1.27423 2.03869
H 4.16056 -0.79282 3.42984
H 4.90452 -0.63526 1.83927
H 3.62756 -2.50241 0.94591
H 4.32540 -3.05452 2.47322
H 2.18710 -2.73288 3.63820
H 1.86145 -3.65965 2.15733
H -0.66824 -3.69827 2.30764
H -3.03973 -3.21147 1.82314
H -3.75624 -0.96280 1.16375
H -2.12962 0.87080 0.95449
```

Calculated values
energy relative to the best compared isomer or geometry (same formula, charge and spin): 3.09 kcal per mole
orbital gap: 9.213 eV
structure (SMILES): CCCCCCC[N@@H+]1C2=NCCCN2c2ccccc21
charge: +1
HOMO level: -0.437 Eh